C5H6N2O | ωB97M-V/def2-TZVPD

Output
- lowest unoccupied orbital energy (eV) = 0.74
- SMILES = N#CC1(NC=O)CC1
- HOMO level (hartree) = -0.3773
- electronic energy (Eh) = -378.802370
- orbital gap (eV) = 11.01

The geometry in XYZ format:
```
14
Properties=species:S:1:pos:R:3:nbo_charge:R:1
N 1.89 2.23 -0.02 -0.2978
C 1.24 1.28 -0.02 0.2571
C 0.42 0.11 -0.02 -0.0088
N -0.84 0.40 -1.00 -0.5861
C -1.97 0.72 -0.39 0.5254
O -2.16 0.78 0.81 -0.5977
C 0.46 -0.76 1.20 -0.3573
C 1.06 -1.24 -0.13 -0.3992
H -0.45 0.68 -1.85 0.4121
H -2.77 0.86 -1.12 0.1163
H -0.53 -1.17 1.41 0.2457
H 0.97 -0.44 1.98 0.2265
H 2.08 -1.39 -0.15 0.2256
H 0.60 -2.07 -0.70 0.2382
```